Entry 1:
19
Properties=species:S:1:pos:R:3 method="wB97M-V/def2-TZVPD" homo_ha=-0.3429 molar_mass_g_mol=113.16 e_tot_ha=-365.140624 orbital_gap_ha=0.3761 smiles="C=CN=C.CCC=O" e_above_lowest_kcal_mol=57.0
O -2.248 -2.446 0.722
C -1.807 -1.953 -0.282
C -2.559 -0.999 -1.170
C -1.707 0.244 -1.463
H -0.775 -2.190 -0.616
H -3.516 -0.748 -0.720
H -2.742 -1.532 -2.109
H -1.341 0.691 -0.541
H -2.281 0.991 -2.008
H -0.857 -0.027 -2.090
C 2.589 0.289 1.679
C 3.308 0.194 0.569
C 0.940 1.837 1.282
N 1.235 0.681 1.689
H 2.960 -0.003 2.654
H 2.869 0.444 -0.389
H 4.328 -0.162 0.591
H -0.103 2.140 1.244
H 1.707 2.546 0.958

Entry 2:
13
Properties=species:S:1:pos:R:3 method="wB97M-V/def2-TZVPD" homo_ha="-0.3078 / -0.3078" molar_mass_g_mol=77.10 e_tot_ha=-273.664107 orbital_gap_ha="0.3159 / 0.3159" e_above_lowest_kcal_mol=32.4
C -0.458 1.238 0.581
C -0.163 -1.315 0.384
C 0.142 0.060 -0.096
N 1.145 0.232 -0.908
F 2.888 0.065 0.390
H 0.217 1.516 1.398
H -0.537 2.096 -0.084
H -1.431 1.013 1.008
H -0.696 -1.283 1.329
H 0.778 -1.848 0.530
H -0.761 -1.875 -0.336
H 1.507 1.161 -1.071
H 1.792 -0.522 -1.109

Entry 3:
103
Properties=species:S:1:pos:R:3 method="wB97M-V/def2-TZVPD" homo_ha="-0.3547 / -0.3780" molar_mass_g_mol=999.91 spin_multiplicity=5 e_tot_ha=-4794.878500 orbital_gap_ha="0.2508 / 0.2323" s_squared=6.024 e_above_lowest_kcal_mol=39.6 total_charge=+1
Ru -0.279 -0.122 0.446
C -0.861 6.207 -6.365
S -1.122 7.049 -4.791
C -1.834 5.691 -3.852
C -0.835 4.597 -3.483
C -1.401 3.648 -2.435
N -0.337 2.734 -1.880
P -0.405 0.966 -1.990
C -1.540 0.756 -3.382
C -1.120 1.003 -4.687
C -2.038 0.933 -5.728
C -3.367 0.605 -5.469
C -3.786 0.345 -4.170
C -2.873 0.426 -3.126
C 1.212 0.482 -2.633
C 1.511 -0.877 -2.550
C 2.743 -1.352 -2.988
C 3.672 -0.465 -3.510
C 3.371 0.891 -3.601
C 2.143 1.365 -3.165
P 0.219 3.208 -0.395
C 0.778 4.871 -0.423
C 0.030 5.914 0.127
C 0.520 7.210 0.076
C 1.748 7.461 -0.521
C 2.490 6.425 -1.080
C 2.011 5.127 -1.037
C -1.077 2.970 0.787
C -2.198 2.198 0.467
C -3.155 1.918 1.436
C -3.018 2.442 2.711
C -1.932 3.255 3.021
C -0.958 3.506 2.072
H -0.581 6.971 -7.091
H -1.785 5.731 -6.702
H -0.060 5.469 -6.313
H -2.678 5.284 -4.417
H -2.235 6.159 -2.948
H 0.074 5.063 -3.103
H -0.563 4.014 -4.368
H -2.200 3.048 -2.858
H -1.844 4.223 -1.616
H -0.083 1.239 -4.897
H -1.714 1.125 -6.743
H -4.076 0.543 -6.287
H -4.815 0.072 -3.970
H -3.193 0.212 -2.110
H 0.783 -1.572 -2.161
H 2.977 -2.406 -2.910
H 4.639 -0.827 -3.840
H 4.098 1.580 -4.014
H 1.913 2.426 -3.222
H -0.930 5.719 0.587
H -0.055 8.023 0.503
H 2.133 8.473 -0.548
H 3.447 6.631 -1.545
H 2.590 4.318 -1.465
H -2.379 1.871 -0.542
H -4.003 1.294 1.185
H -3.763 2.222 3.467
H -1.834 3.676 4.014
H -0.085 4.088 2.335
Cl -1.946 -3.602 2.453
C -1.774 -4.060 0.797
C -1.666 -5.415 0.533
C -1.589 -5.858 -0.774
C -1.596 -4.946 -1.815
C -1.687 -3.593 -1.535
Cl -1.666 -2.510 -2.896
C -1.789 -3.103 -0.225
S -2.120 -1.383 0.128
H -1.652 -6.111 1.361
H -1.532 -6.921 -0.983
H -1.532 -5.271 -2.846
C 3.413 -0.978 0.097
N 3.173 -2.406 0.002
C 4.231 -3.169 0.646
C 1.828 -2.837 0.356
C 1.299 -2.426 1.718
C 1.732 -3.082 2.872
C 1.272 -2.716 4.129
C 0.327 -1.701 4.256
C -0.151 -1.067 3.122
C 0.359 -1.416 1.874
H 4.302 -0.714 -0.479
H 3.556 -0.630 1.132
H 2.579 -0.426 -0.326
H 5.177 -2.978 0.137
H 4.019 -4.238 0.574
H 4.372 -2.915 1.709
H 1.824 -3.927 0.290
H 1.134 -2.461 -0.399
H 2.433 -3.907 2.776
H 1.633 -3.233 5.009
H -0.041 -1.413 5.233
H -0.921 -0.305 3.222
F 3.567 1.995 2.566
C 3.131 2.611 1.475
F 3.956 2.329 0.451
F 3.205 3.935 1.690
C 1.695 2.183 1.161
O 1.450 2.203 -0.294
O 1.143 1.217 1.749

Entry 4:
71
Properties=species:S:1:pos:R:3 method="wB97M-V/def2-TZVPD" homo_ha="-0.1085 / -0.0956" molar_mass_g_mol=740.57 spin_multiplicity=2 e_tot_ha=-4541.629731 orbital_gap_ha="0.1852 / 0.1705" s_squared=0.868 e_above_lowest_kcal_mol=55.6 total_charge=-1
Ru 0.436 0.626 0.041
C -2.479 2.688 2.452
O -1.716 3.169 3.537
C -0.430 2.712 3.714
C 0.066 2.865 5.002
C 1.362 2.483 5.322
C 2.168 1.917 4.365
C 1.714 1.722 3.048
C 2.613 1.148 2.125
N 2.391 0.841 0.850
N 3.438 0.372 0.196
C 3.343 0.154 -1.093
O 2.169 0.481 -1.777
C 4.420 -0.364 -1.864
C 5.649 -0.681 -1.256
C 6.686 -1.185 -2.003
C 6.537 -1.388 -3.371
C 5.326 -1.086 -3.981
C 4.279 -0.582 -3.247
C 0.390 2.170 2.683
O -0.017 2.148 1.461
H -3.459 3.156 2.556
H -2.588 1.598 2.502
H -2.036 2.959 1.491
H -0.580 3.297 5.751
H 1.731 2.625 6.327
H 3.177 1.613 4.609
H 3.626 0.951 2.476
H 5.740 -0.516 -0.195
H 7.625 -1.432 -1.526
H 7.355 -1.785 -3.956
H 5.202 -1.249 -5.043
H 3.338 -0.346 -3.722
Br 0.227 2.577 -2.178
C -0.318 1.019 -3.178
C -1.202 1.216 -4.221
C -1.698 0.110 -4.906
C -1.372 -1.160 -4.502
C -0.496 -1.377 -3.416
C -0.199 -2.673 -2.963
C 0.719 -2.877 -1.948
C 1.434 -1.824 -1.420
C 1.148 -0.489 -1.793
C 0.121 -0.252 -2.793
H -1.501 2.216 -4.486
H -2.368 0.261 -5.741
H -1.786 -2.026 -5.001
H -0.697 -3.513 -3.426
H 0.928 -3.883 -1.612
H 2.231 -2.000 -0.708
C -6.465 0.924 -0.447
O -6.211 0.029 0.606
C -4.907 -0.306 0.864
C -4.711 -1.159 1.966
C -3.448 -1.557 2.309
C -2.306 -1.176 1.576
C -0.989 -1.620 1.946
C -0.847 -2.493 3.187
O 0.050 -1.366 1.308
C -2.503 -0.310 0.440
O -1.574 0.082 -0.341
C -3.823 0.116 0.139
H -7.549 1.045 -0.480
H -6.113 0.529 -1.405
H -5.994 1.896 -0.267
H -5.579 -1.478 2.523
H -3.335 -2.202 3.167
H -1.401 -3.420 3.040
H -1.233 -1.983 4.067
H 0.206 -2.721 3.335
H -3.917 0.768 -0.716

Entry 5:
40
Properties=species:S:1:pos:R:3 method="wB97M-V/def2-TZVPD" homo_ha=-0.3390 molar_mass_g_mol=232.32 e_tot_ha=-772.342019 orbital_gap_ha=0.3599 smiles="CC(C)=O.CC(C)=O.CC(C)=O.CC(C)=O" e_above_lowest_kcal_mol=149.4
C -0.642 -1.207 1.858
C -0.100 -2.561 1.442
O -0.634 -3.254 0.589
C 1.168 -3.207 2.070
H -1.488 -0.844 1.291
H 0.107 -0.587 1.388
H -0.690 -1.181 2.928
H 1.533 -4.141 1.614
H 1.010 -3.313 2.914
H 2.058 -2.286 2.182
C 3.799 -3.346 -2.280
C 3.834 -1.852 -2.174
O 3.662 -1.225 -3.221
C 4.206 -1.244 -0.856
H 3.170 -3.726 -3.126
H 3.514 -3.840 -1.417
H 4.949 -3.605 -2.175
H 5.005 -0.403 -0.829
H 4.207 -2.038 -0.143
H 3.194 -0.908 -0.615
C 1.343 2.186 -0.928
C 0.816 2.053 0.410
O 1.475 1.610 1.361
C -0.595 2.425 0.654
H 1.183 3.269 -1.188
H 0.968 1.601 -1.743
H 2.495 1.746 -0.767
H -0.913 3.363 0.469
H -0.592 2.231 1.736
H -1.311 1.754 0.068
C -5.365 2.170 0.904
C -4.445 1.608 -0.143
O -3.908 0.537 -0.061
C -3.963 2.659 -1.220
H -5.068 2.825 1.622
H -5.916 1.329 1.356
H -6.140 2.719 0.435
H -3.603 3.546 -0.765
H -4.839 2.791 -1.816
H -3.467 2.356 -1.843

Entry 6:
63
Properties=species:S:1:pos:R:3 method="wB97M-V/def2-TZVPD" homo_ha=-0.3196 molar_mass_g_mol=1313.89 e_tot_ha=-14608.478287 orbital_gap_ha=0.3226 smiles="CCN[C@@H]1C(=O)NC[C@H]1/C(Cl)=C(/C)Cl.ClC(Cl)(Cl)Cl.ClC(Cl)(Cl)Cl.ClC(Cl)(Cl)Cl.ClC(Cl)(Cl)Cl.ClC(Cl)(Cl)Cl.ClC(Cl)(Cl)Cl.ClC(Cl)(Cl)Cl"
C 0.314 -1.419 1.998
C 1.126 -1.145 0.746
N 0.566 -0.041 -0.047
C 0.432 1.210 0.672
C 1.505 1.690 1.652
O 2.606 1.240 1.897
N 0.958 2.845 2.264
C -0.494 2.936 1.906
C -0.825 1.488 1.515
C -2.194 1.211 0.973
Cl -2.423 0.699 -0.669
C -3.306 1.346 1.717
C -4.694 1.075 1.247
Cl -3.187 1.810 3.394
H -0.743 -1.351 1.758
H 0.596 -0.784 2.829
H 0.482 -2.455 2.278
H 1.063 -2.038 0.126
H 2.183 -1.031 0.971
H 1.189 0.119 -0.827
H 0.434 1.991 -0.098
H 0.993 2.631 3.264
H -1.017 3.338 2.757
H -0.517 3.561 1.018
H -0.705 0.902 2.428
H -4.871 1.497 0.268
H -4.835 -0.003 1.238
H -5.411 1.472 1.945
C 2.032 0.610 6.000
Cl 1.823 0.595 7.752
Cl 3.559 1.380 5.583
Cl 2.008 -1.045 5.390
Cl 0.695 1.525 5.269
C -5.725 5.278 1.650
Cl -6.246 6.952 1.859
Cl -5.850 4.832 -0.055
Cl -4.046 5.123 2.179
Cl -6.768 4.235 2.623
C -0.848 2.326 -4.258
Cl -1.406 3.840 -3.537
Cl -2.238 1.295 -4.610
Cl 0.029 2.664 -5.754
Cl 0.220 1.497 -3.123
C 2.728 0.652 -8.523
Cl 1.806 2.156 -8.416
Cl 2.840 0.148 -10.210
Cl 4.347 0.920 -7.863
Cl 1.912 -0.603 -7.585
C 5.574 -2.839 -11.030
Cl 5.237 -1.947 -9.547
Cl 7.313 -3.111 -11.178
Cl 4.736 -4.394 -10.989
Cl 5.007 -1.904 -12.421
C -1.241 -3.391 5.490
Cl -1.038 -2.600 7.056
Cl -1.814 -2.218 4.303
Cl 0.308 -4.045 4.951
Cl -2.413 -4.706 5.638
C 1.644 -7.205 2.827
Cl -0.035 -6.825 3.211
Cl 1.772 -7.674 1.130
Cl 2.657 -5.782 3.116
Cl 2.197 -8.533 3.850

Entry 7:
18
Properties=species:S:1:pos:R:3 method="wB97M-V/def2-TZVPD" homo_ha=-0.3205 molar_mass_g_mol=117.22 e_tot_ha=-650.022055 orbital_gap_ha=0.3549 e_above_lowest_kcal_mol=10.7
C -1.928 0.543 -0.843
C -1.674 0.088 0.563
C -0.542 0.092 1.271
C 0.860 0.514 0.874
C 1.653 -0.662 0.287
H -2.812 0.045 -1.255
H -2.093 1.597 -0.868
H -1.065 0.362 -1.548
H -2.558 -0.279 1.072
H -0.586 -0.268 2.275
H 1.359 0.790 1.811
H 0.978 1.339 -1.340
H 2.700 -0.362 0.118
H 1.681 -1.444 1.036
H 1.716 -1.709 -1.452
H 0.208 -1.568 -0.840
N 1.090 -1.082 -0.994
S 1.014 2.004 -0.168

Entry 8:
85
Properties=species:S:1:pos:R:3 method="wB97M-V/def2-TZVPD" homo_ha=-0.4194 molar_mass_g_mol=527.62 e_tot_ha=-2074.312130 orbital_gap_ha=0.3087 e_above_lowest_kcal_mol=7.5 total_charge=+1
C 2.627 1.246 -2.452
C 3.307 -0.014 -2.023
F 4.641 0.231 -1.863
C 2.709 -0.673 -0.802
P 2.971 0.200 0.742
O 2.782 1.754 0.628
C 4.584 -0.137 1.519
C 5.627 -0.758 0.626
O 6.699 -0.250 0.426
F 5.285 -1.913 0.121
C 1.690 -0.342 1.900
C 1.729 -1.826 1.985
O 2.698 -2.496 1.734
F 0.606 -2.354 2.369
H 1.651 1.066 -2.860
H 2.577 2.006 -1.691
H 3.207 1.656 -3.261
H 3.208 -0.717 -2.833
H 1.659 -0.876 -0.918
H 3.173 -1.639 -0.665
H 3.551 2.244 0.937
H 4.398 -0.803 2.346
H 4.960 0.782 1.933
H 1.940 0.024 2.884
H 0.707 -0.004 1.610
C -2.098 4.152 0.251
C -0.595 4.294 0.087
O -0.077 3.653 -1.068
C -0.587 4.108 -2.313
C -0.335 5.580 -2.583
H -2.383 3.100 0.278
H -2.423 4.627 1.176
H -2.643 4.616 -0.570
H -0.094 3.821 0.934
H -0.302 5.349 0.101
H -1.654 3.876 -2.394
H -0.080 3.510 -3.071
H -0.832 6.222 -1.856
H -0.709 5.848 -3.571
H 0.733 5.799 -2.545
C -5.060 -0.763 -0.871
C -4.522 0.521 -0.263
O -5.325 1.655 -0.516
C -6.654 1.597 -0.026
C -6.752 1.429 1.480
H -5.180 -0.652 -1.949
H -4.375 -1.589 -0.678
H -6.031 -1.036 -0.458
H -3.548 0.745 -0.703
H -4.358 0.402 0.815
H -7.217 0.812 -0.541
H -7.109 2.544 -0.313
H -6.317 0.487 1.818
H -7.797 1.442 1.790
H -6.228 2.239 1.989
C 0.842 -4.965 -6.031
C 1.460 -3.589 -5.863
O 1.860 -3.295 -4.532
C 2.830 -4.165 -3.976
C 4.137 -4.206 -4.748
H -0.021 -5.079 -5.374
H 0.517 -5.106 -7.061
H 1.545 -5.764 -5.794
H 0.723 -2.829 -6.118
H 2.300 -3.454 -6.551
H 2.417 -5.172 -3.858
H 3.027 -3.787 -2.970
H 4.002 -4.585 -5.761
H 4.852 -4.855 -4.243
H 4.568 -3.206 -4.825
C -1.145 0.432 7.508
C -1.405 0.490 6.014
O -0.323 0.021 5.221
C 0.067 -1.324 5.430
C -1.025 -2.341 5.153
H -0.253 1.005 7.763
H -1.993 0.847 8.051
H -0.995 -0.589 7.860
H -1.557 1.526 5.713
H -2.324 -0.047 5.758
H 0.474 -1.452 6.439
H 0.897 -1.493 4.741
H -1.876 -2.226 5.824
H -0.638 -3.352 5.280
H -1.394 -2.236 4.132